178
Properties=species:S:1:pos:R:3:forces:R:3:lowdin_charge:R:1 method="wB97M-V/def2-TZVPD" largest_force_ev_per_a=9.328 homo_energy_ev=-7.81 gap_ev=7.4
C -3.54492 -7.82797 0.31833 -0.38 0.24 -0.20 -0.1039
C -2.51724 -6.56809 0.04240 -0.50 0.61 -0.21 -0.2447
O -1.18512 -6.72946 0.66438 -0.36 1.48 -0.05 -0.2261
C -0.66431 -5.42576 1.15243 -1.32 0.64 1.27 -0.1741
C 0.93900 -5.44998 1.49153 -0.72 -2.00 -0.45 -0.1471
O 1.60391 -4.12757 1.43083 -3.09 1.00 2.40 -0.1413
C 0.86540 -3.13918 2.24607 -1.48 2.19 1.72 -0.0458
C 0.29415 -3.48774 3.77143 -0.35 3.23 -1.39 0.0433
C -0.54185 -2.41496 4.71451 1.52 0.98 -3.74 -0.1930
C -0.97752 -2.93656 6.20855 0.80 -1.33 -1.22 -0.5943
Cl -0.61707 -1.68778 7.57419 -0.43 -1.30 -1.52 0.5164
C -2.50534 -3.54843 6.27739 -0.25 0.52 1.73 -0.6684
C -3.61092 -2.55946 6.97412 -1.36 -0.26 -0.97 -0.2728
Cl -3.05815 -4.02317 4.56598 0.32 0.30 1.49 0.5463
C -0.84893 -0.94394 4.06162 2.30 -3.06 -1.83 -0.4749
Cl -1.82439 0.32986 4.98782 1.53 -1.95 -1.61 0.5166
C -0.27448 -0.59949 2.55234 1.01 -2.28 0.42 -0.3239
C 0.59981 -1.61720 1.60383 -1.10 -2.31 4.07 -0.0434
N 1.17614 -1.32004 0.24306 -1.24 2.82 1.44 0.0413
B 0.32458 -1.80082 -0.90476 -0.49 -1.83 -1.63 -0.5241
O 0.46495 -3.25484 -1.27162 1.44 2.81 -0.39 0.0195
N -0.62677 -0.99024 -1.76140 -0.50 -1.89 0.29 -0.1004
C -0.53385 -1.33591 -3.23613 -0.44 -0.07 -1.57 -0.1426
C -2.04569 -1.45784 -1.37280 -1.20 0.12 -0.25 -0.1041
C 1.67906 0.09265 0.09112 1.91 5.00 -0.35 -0.0462
C 3.07039 0.44431 -0.76976 -1.61 1.39 1.73 0.0029
C 3.83551 -0.82716 -1.47150 0.26 1.87 -2.24 -0.0731
C 3.85914 -0.54595 -3.23200 -2.37 -1.49 -0.11 -0.2076
C 3.11949 -1.81499 -4.15811 2.97 4.76 3.47 -0.0242
O 2.46223 -0.33011 -3.90015 4.70 -3.64 0.86 -0.1840
C 3.67115 1.99986 -0.89917 -2.15 0.21 1.77 -0.0070
C 5.08018 2.30771 -1.74697 -1.29 -0.43 -0.26 -0.0677
C 4.74273 2.76748 -3.31926 2.08 2.11 -2.95 -0.2868
O 5.65447 3.25295 -4.16594 -5.79 -3.13 5.16 -0.0758
O 3.29809 2.62524 -3.69652 4.59 0.12 -0.40 -0.0213
C 2.93475 3.31029 -0.16476 -2.28 -4.04 -0.23 0.0035
C 3.51801 4.84141 -0.22623 1.51 -0.60 1.27 -0.2306
C 4.86715 4.89081 0.76095 -0.09 0.25 0.62 -0.0683
F 3.97336 5.28941 -1.56243 -1.12 -1.15 2.22 -0.1064
C 1.52722 2.96391 0.66949 1.41 -2.08 -0.79 -0.0635
C 0.64380 4.13198 1.46844 -0.14 -0.40 0.30 -0.1492
C 0.85370 4.10523 3.09644 3.81 -5.67 2.26 -0.2507
O 1.48961 3.02843 3.62580 -4.35 7.70 -2.96 -0.0255
O 0.38539 5.24420 3.95268 3.06 -1.63 -1.98 -0.0566
C 0.95902 1.43144 0.78371 2.82 -0.24 -1.55 -0.2699
S -0.62554 1.12098 1.79923 2.17 -1.70 -0.30 0.8315
H -3.26896 -8.47240 1.26731 -0.31 1.40 -2.06 0.0875
H -3.67255 -8.51606 -0.64114 0.51 1.40 2.17 0.0813
H -4.60465 -7.36159 0.52639 2.06 -0.93 -0.41 0.0743
H -2.33171 -6.40044 -1.10899 -0.54 -0.40 2.17 0.1297
H -3.03362 -5.58077 0.45839 1.12 -2.06 -0.75 0.1241
H -1.23133 -5.23155 2.18365 1.14 -0.21 -2.10 0.1166
H -1.00871 -4.56756 0.43516 1.16 -1.53 1.11 0.1239
H 1.45321 -6.16231 0.68827 -0.90 1.82 1.76 0.1523
H 1.04134 -5.96779 2.56280 0.06 1.27 -2.34 0.1324
H 0.52095 -4.55352 4.20136 -0.54 2.36 -0.90 0.1006
H -0.25694 -3.85579 6.45595 -1.49 2.23 -0.64 0.1186
H -2.47422 -4.55347 6.91097 0.08 2.18 -1.60 0.0731
H -3.36329 -2.23798 8.07409 -0.10 -0.48 -2.63 -0.0002
H -4.62149 -3.19191 7.04206 2.40 1.51 -0.25 -0.0088
H -3.87693 -1.63951 6.26457 0.93 -1.90 1.59 0.0813
H 1.26990 -3.27830 -1.87999 -1.51 -0.29 1.32 0.0912
H 0.40557 -1.96593 -3.53738 -1.68 1.30 0.66 0.0772
H -0.52849 -0.35265 -3.87817 0.17 -1.79 1.31 0.1047
H -1.48246 -1.95672 -3.60741 2.50 1.57 1.37 -0.0277
H -2.84532 -0.87618 -2.04212 1.85 -1.05 1.52 0.1139
H -2.29941 -1.23500 -0.25221 0.61 -0.51 -2.03 0.0956
H -2.20380 -2.60621 -1.65882 0.38 2.26 0.90 0.1058
H 3.31649 -1.86359 -1.31647 0.99 2.24 0.13 0.1010
H 4.99291 -0.83750 -1.18614 -2.62 -0.14 -0.41 0.1084
H 4.87360 0.01081 -3.71724 -3.91 -1.76 1.72 -0.0100
H 2.86851 -2.60077 -3.33123 0.23 1.38 -2.25 0.0893
H 4.01634 -1.81699 -4.90674 -2.65 -0.64 0.68 0.0560
H 5.74298 3.13331 -1.23330 -1.56 -1.57 -1.20 0.0974
H 5.72945 1.32998 -1.77959 -1.36 1.97 -0.19 0.0519
H 3.33213 2.58325 -4.70097 0.01 0.15 1.51 0.1262
H 2.79972 5.66714 0.18986 1.05 -1.92 -1.20 0.1350
H 4.80052 5.85074 1.46086 0.29 -1.94 -1.72 0.0903
H 5.86426 4.91977 0.13256 -2.12 0.06 1.19 0.0729
H 4.91370 3.97019 1.50305 -0.27 1.78 -1.75 0.0973
H -0.52120 3.96230 1.27050 3.01 0.13 0.52 0.0083
H 0.87237 5.21855 1.10085 -0.37 -2.14 0.58 0.1094
H 1.25540 5.72327 4.19415 -1.94 -1.15 -0.30 0.1466
C -4.63408 -3.82132 10.46655 -0.14 -0.15 0.34 -0.9580
Cl -3.73869 -4.53021 9.11717 -0.09 -0.74 0.74 0.6037
Cl -4.93166 -2.09953 10.19776 0.10 0.05 0.39 0.5195
H -5.59243 -4.33645 10.56738 0.20 0.18 -0.16 0.0120
H -4.05163 -3.94287 11.38305 -0.07 0.10 -0.32 0.0326
C 7.32718 -0.93110 -5.48941 0.19 -0.22 -0.22 -1.0114
Cl 6.63843 -2.48885 -5.01601 0.05 -0.18 0.03 0.5604
Cl 6.44602 0.40722 -4.74254 1.02 0.29 -0.90 0.6047
H 8.37133 -0.89186 -5.16981 -0.32 0.02 0.05 0.0132
H 7.26998 -0.83226 -6.57613 -0.19 -0.07 0.47 -0.0444
C -7.58291 -3.92278 7.16741 -0.20 -0.32 -0.02 -1.0288
Cl -7.33061 -2.34809 7.93013 -0.25 -0.18 0.00 0.4817
Cl -6.64757 -4.06318 5.67382 -0.08 -0.11 -0.08 0.5358
H -7.26822 -4.70777 7.85930 0.04 0.33 -0.32 -0.0258
H -8.64418 -4.03958 6.93489 0.29 0.10 0.00 -0.0100
C -8.99057 -2.34812 2.91757 0.18 0.12 0.25 -1.0836
Cl -9.53801 -3.97725 3.33146 0.02 -0.03 0.02 0.4885
Cl -9.29605 -1.98819 1.21389 -0.03 -0.01 -0.05 0.4906
H -9.52741 -1.62457 3.53581 0.05 -0.32 -0.15 -0.0252
H -7.91754 -2.27368 3.11007 -0.28 -0.08 -0.09 0.0190
C 8.00048 1.36860 -8.75111 0.38 0.13 -0.34 -1.0155
Cl 6.30570 0.90820 -8.54908 -0.14 0.01 -0.07 0.5535
Cl 8.96076 0.89266 -7.34515 0.27 0.21 -0.41 0.5476
H 8.40032 0.87322 -9.63918 -0.18 0.04 0.33 0.0098
H 8.06252 2.45261 -8.87388 -0.08 -0.27 0.17 -0.0421
C -10.07864 -4.23349 10.12389 -0.17 0.30 0.28 -0.9923
Cl -8.69581 -5.32055 9.94739 -0.01 -0.12 0.31 0.5475
Cl -10.96284 -4.07675 8.60106 -0.07 0.05 0.10 0.5213
H -10.75123 -4.63421 10.88612 0.19 -0.02 -0.29 0.0306
H -9.71965 -3.24785 10.42991 0.01 -0.26 -0.22 0.0305
C -7.65624 1.64897 7.19567 0.07 0.28 0.07 -1.0451
Cl -6.19787 0.75584 6.74784 0.16 0.10 -0.09 0.5016
Cl -9.10081 0.64995 6.99431 -0.11 0.12 0.07 0.4810
H -7.57866 1.95545 8.24161 0.00 -0.33 -0.58 -0.0795
H -7.74262 2.53200 6.55786 -0.02 -0.28 0.08 0.0310
C 10.43963 2.95346 -4.01705 0.00 0.32 0.00 -1.0520
Cl 11.89800 2.06033 -4.46487 0.12 0.05 0.00 0.5125
Cl 8.99506 1.95444 -4.21840 0.27 0.33 0.02 0.4638
H 10.51721 3.25995 -2.97111 0.12 -0.25 -0.45 -0.0547
H 10.35324 3.83649 -4.65485 0.02 -0.32 0.07 -0.0205
C 5.53076 2.21352 -11.75304 -0.26 -0.20 0.34 -1.0219
Cl 4.77848 2.85464 -13.21869 -0.10 0.08 0.08 0.5463
Cl 7.29405 2.27717 -11.86315 0.01 0.00 -0.04 0.5321
H 5.20609 2.80938 -10.89660 0.14 -0.07 -0.29 0.0238
H 5.21995 1.17459 -11.61879 0.15 0.26 -0.15 0.0222
C 6.63926 6.88004 -2.82597 -0.24 -0.42 0.03 -1.0465
Cl 6.10209 8.23022 -1.81922 -0.04 -0.06 0.08 0.5014
Cl 7.78076 7.42304 -4.06189 0.07 -0.09 -0.05 0.4972
H 7.12829 6.13624 -2.19228 -0.06 0.27 -0.16 0.0141
H 5.77041 6.43363 -3.31567 0.24 0.19 0.11 0.0221
C -1.41903 -4.47129 -5.98314 0.25 0.00 -0.24 -1.0008
Cl -2.10778 -6.02904 -5.50974 0.09 -0.04 -0.06 0.5010
Cl -2.30019 -3.13297 -5.23627 -0.29 -0.40 -0.69 0.5779
H -0.37487 -4.43206 -5.66354 -0.32 -0.01 0.05 0.0306
H -1.47623 -4.37246 -7.06986 -0.11 -0.03 0.32 0.0297
C 0.71284 4.45515 -5.00765 0.15 0.00 0.35 -1.0322
Cl 0.85629 5.55890 -6.38104 0.07 0.10 0.02 0.4978
Cl -0.26813 3.04484 -5.42490 0.04 -0.04 0.10 0.5034
H 1.71078 4.12021 -4.71461 -0.34 0.11 -0.11 -0.0051
H 0.24138 4.98268 -4.17492 0.05 -0.14 -0.30 0.0319
C 9.25418 5.59098 -8.32262 0.27 0.39 0.03 -0.9904
Cl 9.38550 4.30032 -7.12177 0.02 0.06 -0.04 0.5543
Cl 7.88243 5.31676 -9.40358 0.03 0.05 -0.05 0.5203
H 9.11555 6.54419 -7.80675 -0.09 -0.31 -0.10 0.0303
H 10.17254 5.62160 -8.91395 -0.29 -0.13 0.12 0.0337
C -13.04298 -2.19576 4.00048 0.12 0.15 -0.32 -1.0309
Cl -14.73776 -2.65616 4.20251 0.00 0.05 -0.10 0.5075
Cl -12.08270 -2.67169 5.40643 0.07 0.13 0.02 0.4728
H -12.64313 -2.69114 3.11241 -0.09 0.00 0.29 0.0229
H -12.98094 -1.11175 3.87771 -0.07 -0.28 0.16 0.0317
C 8.78610 2.01704 0.11312 0.14 0.07 0.41 -0.9666
Cl 8.92955 3.12080 -1.26028 -0.26 0.19 0.66 0.5636
Cl 7.80513 0.60674 -0.30413 0.13 -0.11 0.15 0.5504
H 9.78404 1.68211 0.40616 -0.27 0.04 -0.21 0.0360
H 8.31464 2.54458 0.94584 0.03 -0.14 -0.29 0.0313
C -2.27782 5.92019 2.39198 -0.11 -0.21 0.43 -0.9831
Cl -2.38660 7.68440 2.42046 0.03 -0.05 0.09 0.5185
Cl -2.06653 5.32258 0.74165 -0.94 0.42 -0.35 0.5815
H -1.42297 5.60662 2.99602 -0.23 0.25 -0.26 -0.0076
H -3.19707 5.50025 2.80747 0.17 0.17 -0.26 0.0376
C 4.98163 0.14233 -15.67554 0.22 0.36 -0.10 -1.0440
Cl 5.11296 -1.14833 -14.47469 0.10 0.07 0.10 0.4918
Cl 3.60988 -0.13189 -16.75650 0.03 0.08 -0.05 0.4995
H 4.84301 1.09553 -15.15967 -0.05 -0.39 -0.11 -0.0460
H 5.89999 0.17295 -16.26687 -0.28 -0.15 0.13 0.0315
C -7.16370 1.86893 2.88993 0.10 0.35 0.11 -1.0089
Cl -5.86986 1.10189 1.96111 0.02 0.10 0.07 0.5156
Cl -8.55619 0.79162 3.05033 0.01 0.36 0.11 0.5410
H -6.78840 2.11586 3.88598 -0.05 -0.23 -0.22 0.0056
H -7.47709 2.78146 2.37702 0.03 -0.33 0.03 0.0312
C -10.14572 2.96193 10.22567 -0.36 -0.14 0.21 -0.9980
Cl -10.89800 3.60304 8.76002 -0.05 -0.03 0.10 0.5059
Cl -8.38243 3.02558 10.11556 -0.05 0.16 0.51 0.5615
H -10.47039 3.55778 11.08211 0.18 -0.06 -0.29 0.0295
H -10.45653 1.92300 10.35992 0.17 0.25 -0.17 0.0323